A molecular structure, C6H3NO at a distorted geometry, computed with ωB97M-V/def2-TZVPD.

Atoms and positions in Å:
1 C -0.5930 -0.2349 0.3245
2 C 0.5792 -0.8004 -0.4778
3 C 1.7835 -1.1927 -0.7388
4 C -0.3446 1.1693 0.3001
5 C -0.1897 2.2606 -0.2237
6 C -2.0409 -0.5268 0.0713
7 H 0.9226 -1.1252 1.8991
8 H 2.7316 -1.3149 -1.4005
9 H 0.2907 3.2947 -0.7319
10 N -2.8996 -0.9104 -0.7863
11 O -0.2400 -0.6192 1.7640

Atomic forces in eV per Å
2.87 -1.20 3.12
4.94 -2.37 -0.99
-4.68 2.11 -0.73
-0.26 3.34 -2.25
1.94 2.14 -0.74
-5.26 -3.93 -8.10
-5.56 2.47 -1.34
-2.22 0.11 1.83
-1.95 -3.52 1.95
6.39 3.22 7.34
3.78 -2.38 -0.09

The calculation puts the energy at -360.0872 Ha. The multiplicity is 1. The value obtained for the LUMO energy is -0.5 eV. For the molecular weight, the calculation gives 105.1 g mol⁻¹. The value obtained for the energy relative to the best compared isomer or geometry (same formula, charge and spin) is 7.736 eV. Its HOMO energy is -10.39 eV.